2 unconnected molecules or ions with the total composition C13H27F4NO4PS3, computed with ωB97M-V/def2-TZVPD.

2S+1 = 1
Orbital gap = 0.23086 hartree
HOMO level = -11.2817 eV
Net charge = +1

Atoms and positions in Å:
C: -2.690 -3.784 -0.873
C: -2.439 -2.293 -0.161
N: -1.275 -1.533 -0.758
C: -1.037 -0.316 0.136
C: 0.493 0.269 0.087
C: -1.514 -1.118 -2.193
S: -3.078 -0.978 -2.926
S: -0.067 -0.652 -3.350
C: 0.767 -2.187 -4.024
C: 2.410 -2.244 -3.723
C: 2.794 -1.989 -2.150
S: 2.362 -3.497 -1.126
C: 3.797 -3.754 0.051
F: 3.829 -2.591 0.969
F: 5.047 -3.819 -0.776
C: 3.672 -5.195 0.878
F: 3.456 -4.835 2.311
F: 2.538 -5.973 0.293
H: -1.676 -4.103 -1.375
H: -2.916 -4.561 -0.013
H: -3.590 -3.766 -1.645
H: -2.231 -2.548 0.986
H: -3.458 -1.672 -0.144
H: -1.236 -0.628 1.271
H: -1.828 0.551 -0.079
H: 1.293 -0.509 0.503
H: 0.837 0.684 -0.952
H: 0.537 1.194 0.839
H: 0.691 -2.117 -5.213
H: 0.231 -3.195 -3.725
H: 2.774 -3.345 -3.987
H: 2.960 -1.445 -4.380
H: 3.972 -1.830 -2.115
H: 2.323 -1.023 -1.687
H: 1.207 -3.261 -0.320
H: 4.638 -5.844 0.729
C: -2.901 6.808 2.388
O: -2.841 5.848 1.345
P: -2.016 4.350 1.608
O: -3.016 4.010 2.721
O: -0.727 5.168 2.236
C: 0.102 5.880 1.339
O: -1.190 2.853 1.871
C: -0.873 2.473 3.203
H: -3.926 7.176 2.461
H: -2.597 6.406 3.358
H: -2.251 7.644 2.129
H: 0.284 6.877 1.755
H: -0.364 5.990 0.356
H: 1.055 5.359 1.238
H: -1.761 2.096 3.712
H: -0.435 3.302 3.765
H: -0.139 1.664 3.157